1.
{"formula": "C30H30ClN8O6SeTi", "method": "ωB97M-V with the def2-TZVPD basis set", "species": ["Ti", "C", "C", "N", "C", "C", "N", "C", "C", "C", "C", "C", "N", "C", "C", "N", "C", "C", "N", "C", "C", "C", "N", "C", "C", "H", "H", "H", "H", "H", "H", "H", "H", "H", "H", "H", "H", "O", "Cl", "O", "O", "O", "C", "O", "C", "C", "O", "C", "H", "H", "H", "H", "H", "H", "H", "H", "H", "H", "C", "N", "C", "Se", "N", "C", "C", "C", "C", "C", "C", "H", "H", "H", "H", "H", "H", "H", "H"], "coordinates": [[1.25908, -0.88520, 0.37968], [-1.34866, -4.16037, 1.50602], [-0.26628, -3.45694, 1.03793], [-0.23727, -2.11134, 1.02139], [-1.35775, -1.49106, 1.49739], [-2.47441, -2.24140, 1.88239], [-2.47583, -3.55517, 1.90234], [-1.15509, -0.08347, 1.75366], [-2.04701, 0.80596, 2.32887], [-1.59313, 2.04480, 2.79259], [-0.22858, 2.32988, 2.66134], [0.60975, 1.42577, 2.03817], [0.14478, 0.24795, 1.55925], [2.04028, 1.51552, 1.84861], [2.88979, 2.53785, 2.27560], [4.19084, 2.50607, 2.08250], [4.67651, 1.45898, 1.40172], [3.86757, 0.45431, 0.93130], [2.54281, 0.44073, 1.17430], [-2.50410, 2.98750, 3.46808], [-3.64211, 2.54399, 4.14205], [-4.44632, 3.46889, 4.78881], [-4.19238, 4.77124, 4.81100], [-3.11342, 5.19791, 4.16660], [-2.24827, 4.35778, 3.48392], [-1.33371, -5.23984, 1.56614], [0.60055, -3.97817, 0.65839], [-3.38239, -1.75392, 2.21796], [-3.08422, 0.52284, 2.43086], [0.18757, 3.24132, 3.06394], [2.50522, 3.40608, 2.79704], [5.74574, 1.44960, 1.24172], [4.26032, -0.35134, 0.32500], [-3.88532, 1.49205, 4.19786], [-5.33314, 3.15201, 5.32553], [-2.93130, 6.26535, 4.20633], [-1.39653, 4.77165, 2.96217], [0.75242, 2.16091, -0.61715], [1.05663, 1.12225, -1.52875], [0.69460, 1.43350, -2.85534], [0.28849, -0.08054, -1.11379], [2.42920, 0.72956, -1.44715], [2.63990, -2.26082, 2.95191], [2.43459, -2.32849, 1.54118], [3.42253, -3.13214, 0.89892], [3.06008, -3.27392, -0.56949], [2.62881, -2.00980, -1.07328], [2.77282, -1.98396, -2.50189], [3.62792, -1.85193, 3.18067], [2.55831, -3.25793, 3.39105], [1.86731, -1.61387, 3.36372], [3.45447, -4.12185, 1.36534], [4.40347, -2.65756, 1.01477], [2.26031, -4.00790, -0.71887], [3.94167, -3.61254, -1.11997], [2.24691, -2.83026, -2.94416], [3.83265, -2.02542, -2.76744], [2.35655, -1.05177, -2.86284], [-2.76542, -0.32191, -2.02759], [-1.96112, -0.55259, -3.20032], [-1.01250, -1.50136, -3.34371], [-0.56229, -2.81759, -2.16128], [-0.43687, -1.32618, -4.55235], [-0.99083, -0.22767, -5.19418], [-0.73992, 0.36535, -6.41874], [-1.49080, 1.48482, -6.73838], [-2.46533, 1.97992, -5.87199], [-2.72343, 1.37781, -4.65149], [-1.96250, 0.26767, -4.32453], [-2.56663, -1.10959, -1.30515], [-3.82374, -0.32879, -2.28888], [-2.51117, 0.64263, -1.58308], [0.28534, -1.92227, -4.91488], [-0.00018, -0.02890, -7.10192], [-1.31966, 1.98066, -7.68346], [-3.03646, 2.84953, -6.16499], [-3.48968, 1.75512, -3.98894]], "forces_ev_per_angstrom": [[1.18, -2.09, -1.21], [-0.15, -0.05, -0.05], [0.04, 0.06, -0.12], [-1.83, -0.83, 1.24], [0.31, -0.44, -0.21], [-0.07, 0.14, -0.07], [0.07, -0.03, -0.01], [-0.05, 0.25, 0.33], [0.17, -0.11, -0.10], [0.05, -0.15, -0.11], [0.27, -0.12, -0.10], [-0.39, 0.08, 0.36], [-0.50, 0.58, 0.74], [0.41, -0.35, -0.29], [-0.08, 0.08, 0.06], [0.01, -0.09, -0.07], [0.06, 0.18, 0.10], [-0.08, -0.15, 0.08], [1.24, 2.00, 1.51], [-0.18, 0.20, 0.15], [0.13, 0.02, -0.06], [0.00, -0.05, 0.00], [-0.10, 0.11, 0.05], [0.04, 0.00, 0.00], [0.01, -0.12, -0.03], [0.06, -0.02, -0.09], [0.03, 0.03, 0.04], [0.03, 0.08, -0.01], [-0.03, 0.03, 0.05], [-0.05, 0.04, 0.05], [-0.11, -0.04, 0.01], [0.01, -0.09, -0.10], [0.01, -0.02, 0.05], [-0.03, -0.01, 0.03], [0.02, -0.06, -0.02], [0.04, 0.00, -0.06], [-0.01, 0.05, -0.02], [-0.05, 0.53, 0.16], [-0.22, 1.10, -1.28], [-0.23, 0.04, -0.30], [-0.94, 0.18, -0.83], [0.60, -0.03, 0.11], [-0.07, 0.07, 0.22], [0.38, -0.48, -0.01], [0.10, 0.03, -0.32], [-0.10, -0.09, 0.28], [0.35, -0.27, 0.27], [0.01, 0.11, -0.35], [-0.04, 0.05, -0.07], [-0.04, 0.03, -0.06], [0.03, -0.02, -0.02], [0.03, 0.04, 0.00], [-0.05, 0.00, 0.03], [0.03, 0.05, -0.06], [-0.03, -0.01, 0.03], [-0.05, 0.04, 0.08], [0.01, 0.03, 0.17], [-0.05, -0.07, -0.01], [-0.16, 0.10, 0.24], [0.33, 0.07, -0.19], [0.03, -0.24, 0.04], [-0.21, -0.65, 0.06], [-0.10, 0.33, -0.07], [-0.19, 0.13, 0.05], [0.00, -0.04, 0.00], [0.03, -0.04, -0.03], [-0.04, 0.03, 0.00], [-0.02, -0.04, 0.08], [0.04, 0.05, -0.30], [0.03, -0.05, -0.07], [0.02, -0.02, -0.04], [0.02, -0.01, -0.04], [-0.02, -0.11, 0.10], [0.04, 0.01, 0.02], [-0.01, 0.01, -0.01], [-0.01, 0.02, 0.01], [0.01, 0.03, 0.02]], "charge": 1, "de_lowest_kcal_mol": 23.9, "homo_energy_ev": [-9.041, -9.879], "lumo_ev": [-3.8, -4.0], "multiplicity": 3, "fmax_ev_per_a": 2.79}

=====

2.
{"formula": "C5H6N", "method": "ωB97M-V with the def2-TZVPD basis set", "species": ["C", "C", "C", "C", "C", "N", "H", "H", "H", "H", "H", "H"], "coordinates": [[-1.04312, 0.50425, -0.22178], [-2.27804, 0.34156, -0.44615], [1.15359, 1.29560, 0.50273], [0.22120, 0.40383, 0.32092], [1.83094, -3.11260, 0.00154], [1.30900, -2.14074, 0.05552], [-3.07447, 0.24418, 0.31180], [-2.79420, 0.37557, -1.27924], [1.97286, 0.94291, 1.09056], [1.07669, 2.12264, -0.09372], [0.58675, -0.63452, 0.49820], [1.98381, -4.20490, -0.12746]], "forces_ev_per_angstrom": [[8.69, -0.03, 1.64], [-5.26, -0.56, 3.45], [2.36, 0.55, 0.63], [-5.16, -2.45, -1.36], [1.70, -6.82, -0.71], [-1.83, 4.82, 0.43], [0.65, -0.35, 0.65], [-1.73, 0.40, -5.04], [0.79, 0.61, -0.02], [0.38, 2.76, -0.45], [-1.06, -0.32, 0.52], [0.48, 1.39, 0.26]], "charge": 1, "de_lowest_kcal_mol": 84.1, "homo_energy_ev": [-13.189, -15.703], "lumo_ev": [-4.2, -9.2], "multiplicity": 3, "fmax_ev_per_a": 8.85}

=====

3.
{"formula": "C33H35Br2N7O4RuS3", "method": "ωB97M-V with the def2-TZVPD basis set", "species": ["Ru", "C", "C", "C", "C", "C", "C", "Br", "C", "C", "Br", "C", "O", "C", "N", "H", "H", "H", "H", "H", "H", "C", "C", "N", "C", "C", "N", "C", "N", "N", "N", "C", "C", "C", "C", "C", "C", "H", "H", "H", "H", "H", "H", "H", "H", "H", "H", "H", "C", "S", "O", "C", "C", "C", "C", "C", "C", "H", "H", "H", "H", "H", "H", "H", "H", "C", "N", "C", "C", "O", "H", "H", "H", "H", "H", "H", "H", "C", "O", "C", "S", "S", "H", "H", "H"], "coordinates": [[-14.16250, -4.19585, 14.26157], [-16.92864, -6.41913, 13.34420], [-17.19219, -5.46738, 14.46948], [-18.35945, -5.46059, 15.27941], [-18.95341, -4.25326, 15.61125], [-18.13104, -3.10654, 15.45947], [-18.33903, -1.81281, 16.04528], [-19.58426, -1.40507, 17.47505], [-17.64175, -0.75134, 15.63314], [-16.46224, -0.81721, 14.90987], [-15.59363, 0.69366, 14.22248], [-15.96156, -2.06741, 14.65643], [-14.76928, -2.26249, 14.09938], [-16.84220, -3.17338, 14.94575], [-16.42168, -4.37801, 14.42038], [-17.80156, -6.34083, 12.60260], [-16.79825, -7.46607, 13.63185], [-16.00179, -6.02744, 12.83681], [-18.73518, -6.46664, 15.52013], [-19.94485, -4.20468, 15.98182], [-17.94969, 0.20601, 15.98722], [-15.56975, -3.15662, 10.84893], [-14.52590, -4.20996, 10.97458], [-13.98408, -4.58807, 12.14964], [-13.06913, -5.65414, 11.87431], [-12.97980, -5.82659, 10.52981], [-13.98146, -4.93866, 9.95753], [-14.58327, -5.19346, 8.60488], [-15.67931, -6.17311, 8.77812], [-16.45840, -6.20175, 9.90007], [-17.38133, -7.06476, 9.76019], [-17.41676, -7.55902, 8.43868], [-18.09852, -8.63578, 7.88366], [-17.76438, -9.00687, 6.60114], [-16.63877, -8.47152, 5.92636], [-15.82824, -7.51946, 6.55764], [-16.28447, -6.99961, 7.80257], [-16.48091, -3.48507, 10.32460], [-15.18340, -2.25093, 10.31698], [-15.83598, -2.88357, 11.89201], [-12.50187, -6.06347, 12.71615], [-12.39502, -6.51929, 9.99880], [-13.79175, -5.64126, 8.00292], [-14.94917, -4.28567, 8.11200], [-18.89383, -9.06068, 8.47713], [-18.31974, -9.71083, 6.03107], [-16.41835, -8.81259, 4.93221], [-14.95328, -7.06573, 6.10672], [-10.58271, -4.50284, 14.79893], [-11.98843, -3.36141, 14.49331], [-12.02762, -2.44373, 15.62020], [-11.49750, -2.45087, 12.93415], [-11.81419, -1.10874, 12.79440], [-11.65107, -0.41158, 11.61602], [-11.22093, -1.14534, 10.50489], [-10.87641, -2.48578, 10.60800], [-10.94211, -3.10316, 11.86313], [-9.88033, -4.47773, 13.94682], [-11.06243, -5.50881, 14.91496], [-10.10227, -4.14783, 15.74052], [-12.17753, -0.62356, 13.69885], [-11.97893, 0.58413, 11.57857], [-11.25185, -0.70476, 9.55568], [-10.56160, -3.06009, 9.73604], [-10.83358, -4.21751, 11.91198], [-15.03660, -10.57583, 17.82060], [-15.28216, -9.24422, 17.28019], [-14.46709, -8.23072, 17.88205], [-15.99093, -9.04692, 16.17996], [-16.08652, -7.95622, 15.60678], [-15.73570, -10.81149, 18.65105], [-13.98664, -10.64388, 18.11749], [-15.29884, -11.37755, 17.13135], [-14.76578, -7.25880, 17.55270], [-13.44497, -8.39385, 17.59623], [-14.52730, -8.20441, 19.01933], [-16.52813, -9.95686, 15.85967], [-14.13938, -2.47384, 18.44897], [-14.10979, -3.38154, 17.30044], [-13.27640, -4.39980, 17.26475], [-12.08443, -4.80037, 18.37037], [-13.60128, -5.58437, 16.00659], [-13.32801, -2.71783, 19.11937], [-15.13939, -2.56366, 18.90612], [-13.94979, -1.49075, 18.03036]], "forces_ev_per_angstrom": [[-0.79, -1.18, 0.41], [-0.19, 0.48, -1.04], [1.41, 1.14, -1.05], [-1.20, -0.30, 0.55], [1.57, -1.24, -0.58], [-1.27, 1.58, 2.24], [-2.21, -0.36, 0.70], [0.13, -0.71, -0.81], [-0.69, 1.32, 0.99], [1.27, -0.25, -1.54], [-0.32, -0.40, 0.43], [1.80, -0.40, -0.73], [-2.16, 1.00, 0.74], [2.20, -2.31, -2.25], [-0.29, 1.01, -0.09], [1.11, -0.14, 0.89], [-0.18, 0.29, 0.14], [-1.05, -0.64, 0.36], [-0.41, 0.74, -0.12], [-0.56, 0.18, 0.66], [-0.14, 0.59, 0.22], [-0.08, 0.69, 0.19], [0.77, -1.10, 1.10], [0.25, -1.24, -2.49], [-0.56, 1.79, -0.38], [-2.47, 1.32, 1.00], [1.01, -1.01, -0.55], [0.00, -0.30, 1.67], [-0.89, -0.50, -1.43], [0.50, -0.57, -0.45], [-1.10, 0.27, -0.40], [2.72, 0.73, 1.05], [-0.55, 0.49, -0.03], [0.70, 0.45, -0.19], [0.27, 1.01, 1.42], [-0.84, 0.71, 0.22], [0.56, -0.63, 0.16], [0.42, -0.14, 0.18], [-0.19, -0.69, 0.50], [0.11, 0.04, -0.75], [-0.20, -0.03, -0.65], [0.35, -0.53, -0.91], [-0.22, -0.02, -0.05], [0.16, -0.03, 0.42], [-0.17, -0.29, -0.26], [-0.55, -0.69, 0.04], [0.18, -0.08, -0.18], [0.00, -0.33, -0.23], [-0.20, -0.22, -0.28], [2.28, 0.57, -1.63], [0.11, 1.01, 0.65], [0.45, 0.02, 0.67], [-0.22, 0.31, 1.71], [0.16, -2.21, -0.10], [-0.27, -0.23, 0.79], [0.22, 0.09, 0.61], [-0.71, -2.15, -0.85], [-0.31, -0.04, 0.48], [0.69, 0.87, 0.08], [-0.46, -0.31, -0.71], [-0.12, 0.16, -0.22], [-0.13, 1.23, -0.30], [0.23, 0.70, -1.25], [-0.05, 0.22, 0.23], [0.38, 1.17, -0.05], [-1.13, -0.53, 0.37], [0.36, -1.13, 0.77], [-0.14, 0.57, 1.66], [-0.27, 0.87, -0.29], [-0.26, -0.75, 0.21], [0.75, 0.50, 0.08], [-0.30, -0.18, 0.04], [0.37, 0.22, -0.52], [-0.21, 0.41, -0.33], [0.67, 0.07, -0.02], [-0.08, -0.46, -1.38], [0.11, 0.15, -0.20], [0.05, -0.26, -0.73], [-0.40, 0.07, 0.29], [0.71, -1.00, 1.34], [-0.75, 0.56, -0.61], [-0.06, -0.04, 0.27], [-0.04, -0.17, 0.29], [0.55, 0.06, -0.19], [-0.22, 0.15, 0.03]], "charge": 1, "de_lowest_kcal_mol": 86.8, "homo_energy_ev": [-8.144, -9.873], "lumo_ev": [-3.2, -7.1], "multiplicity": 6, "fmax_ev_per_a": 3.91}

=====

4.
{"formula": "C11H21Cl3CoIO4P2", "method": "ωB97M-V with the def2-TZVPD basis set", "species": ["C", "C", "H", "H", "H", "O", "I", "Co", "P", "C", "C", "H", "H", "H", "H", "H", "H", "C", "H", "H", "H", "P", "C", "C", "H", "H", "H", "C", "H", "H", "H", "H", "H", "H", "C", "O", "Cl", "C", "Cl", "Cl", "C", "O", "O"], "coordinates": [[-0.00046, -0.05221, -7.76395], [0.00566, 0.64116, -6.42661], [0.00320, 0.70587, -8.55605], [-0.89310, -0.67276, -7.87088], [0.88410, -0.68384, -7.87377], [0.01689, 1.83638, -6.23874], [-0.00691, -0.59006, -4.62318], [-0.03211, 0.03329, 0.23326], [2.21757, -0.13433, -0.13284], [3.17962, 1.14317, 0.74940], [2.88803, -1.66279, 0.59472], [3.97901, -1.71694, 0.46598], [3.98298, -0.28577, -1.79463], [2.40938, -2.51365, 0.09221], [2.40142, -0.90484, -2.42036], [2.90080, 1.12140, 1.81292], [2.62619, -1.69821, 1.66193], [2.89120, -0.12124, -1.82199], [4.26118, 0.95930, 0.65187], [2.67396, 0.85595, -2.27788], [2.93429, 2.13108, 0.33688], [-2.25713, -0.09765, -0.14640], [-3.16451, 1.20608, 0.75137], [-2.90738, -0.06512, -1.83734], [-2.48448, -2.47102, 0.11567], [-4.05904, -1.65248, 0.40143], [-2.77835, -1.62572, 1.66300], [-2.97623, -1.60920, 0.58204], [-2.42069, -0.85971, -2.42557], [-4.00235, -0.21266, -1.82179], [-4.25074, 1.04809, 0.68077], [-2.90315, 2.18871, 0.33772], [-2.66680, 0.90794, -2.29201], [-2.84400, 1.15178, 1.80309], [-0.01640, 1.71382, 0.71842], [0.10856, 2.62545, 1.43111], [-1.08805, -1.65958, 5.34347], [-0.25911, -2.14922, 3.87386], [1.48349, -2.35078, 4.21108], [-0.99897, -3.64861, 3.24408], [-0.39908, -1.04692, 2.72096], [-1.04536, -0.00433, 2.89504], [0.18697, -1.41594, 1.61383]], "forces_ev_per_angstrom": [[0.00, -0.02, 0.04], [0.03, 3.54, -0.28], [0.00, -0.06, 0.35], [0.11, -0.03, 0.15], [-0.11, -0.03, 0.15], [-0.03, -2.97, -0.42], [0.00, -0.44, 0.11], [0.36, -3.71, -1.39], [2.49, -0.41, -0.55], [-0.40, 0.24, 0.04], [-0.40, -0.25, 0.08], [-0.37, 0.11, -0.02], [-0.48, 0.07, 0.04], [0.23, 0.06, 0.20], [0.25, 0.28, 0.14], [0.18, 0.10, -0.23], [0.24, -0.06, -0.39], [-0.20, 0.13, -0.21], [-0.43, -0.01, -0.03], [0.12, -0.33, 0.00], [0.19, -0.16, 0.17], [-2.53, -0.47, -0.32], [0.39, 0.11, 0.05], [0.17, 0.04, -0.31], [-0.23, 0.01, 0.17], [0.32, 0.07, 0.06], [-0.22, -0.09, -0.31], [0.44, -0.15, -0.04], [-0.27, 0.32, 0.12], [0.49, 0.07, 0.03], [0.38, 0.02, -0.01], [-0.17, -0.14, 0.17], [-0.12, -0.35, 0.02], [-0.33, 0.22, -0.30], [0.86, 7.51, 5.05], [-0.61, -3.32, -3.24], [0.06, 0.17, -0.35], [-0.10, -0.68, 1.07], [-0.95, 0.26, -0.51], [0.50, 0.98, 0.07], [1.21, -1.43, -2.07], [0.68, -1.05, 0.28], [-1.72, 1.87, 2.41]], "charge": 2, "homo_energy_ev": [-14.323, -14.312], "lumo_ev": [-7.1, -12.2], "multiplicity": 5, "fmax_ev_per_a": 9.09}